<P>
Formula: C7H11N
Source: the Open Molecules 2025 dataset
Level of theory: ωB97M-V with the def2-TZVPD basis set

- Orbital gap: 9.62 eV
- Total charge: 0
- Lowest unoccupied orbital energy: 0.89 eV

Geometry (Å):
C1 1.88 0.67 -1.26
C2 1.76 0.17 -0.09
C3 1.53 -1.11 0.66
C4 2.10 0.16 1.33
H1 1.48 0.16 -2.16
H2 2.35 1.65 -1.42
H3 2.26 -1.84 0.42
H4 0.61 -1.43 0.97
H5 1.45 0.63 1.92
H6 3.13 0.29 1.73
C5 -1.23 1.91 0.46
C6 -1.45 0.69 0.15
N1 -1.58 -0.49 0.00
C7 -2.72 -1.07 -0.61
H7 -1.28 2.76 -0.28
H8 -1.43 2.19 1.53
H9 -3.56 -0.50 -1.11
H10 -3.28 -1.53 0.21
H11 -2.58 -1.86 -1.32



<Q>
Formula: C7H11N
Source: the Open Molecules 2025 dataset
Level of theory: ωB97M-V with the def2-TZVPD basis set

- Orbital gap: 8.94 eV
- Total charge: 0
- Lowest unoccupied orbital energy: 1.05 eV

Geometry (Å):
C1 -2.56 1.25 0.02
C2 -1.30 0.46 0.71
C3 -0.33 -0.78 0.40
C4 0.20 -1.68 -0.70
C5 1.39 -1.28 -1.02
C6 2.33 -0.07 -0.41
N1 1.50 0.91 0.39
C7 0.12 0.73 0.17
H1 -3.76 1.18 0.44
H2 -2.67 1.00 -1.00
H3 -2.35 2.34 0.17
H4 -1.47 0.32 1.85
H5 -0.13 -1.19 1.34
H6 -0.29 -2.91 -0.71
H7 2.13 -2.10 -1.44
H8 2.96 -0.52 0.18
H9 3.07 0.65 -1.14
H10 1.54 0.71 1.49
H11 -0.38 0.97 -0.74



<P> ends up most stable, edging out the next structure by 2.700 eV.



<P>
Formula: C5H8N3O2
Source: the Open Molecules 2025 dataset
Level of theory: ωB97M-V with the def2-TZVPD basis set

- Orbital gap: 9.62 eV
- Total charge: +1
- Lowest unoccupied orbital energy: -5.22 eV

Geometry (Å):
C1 0.35 0.99 0.10
C2 1.45 0.23 0.27
C3 -0.93 -1.04 0.08
C4 0.42 2.48 0.08
C5 -2.25 -1.67 -0.27
N1 -0.87 0.37 0.15
N2 0.17 -1.54 0.50
N3 2.73 -0.21 -0.10
O1 3.46 0.67 -0.32
O2 2.90 -1.40 -0.07
H1 -1.66 0.89 0.18
H2 1.47 2.80 0.16
H3 -0.02 2.73 0.98
H4 -0.13 2.96 -0.88
H5 -3.20 -1.33 0.12
H6 -2.23 -2.73 0.08
H7 -2.30 -1.68 -1.49
H8 0.64 -2.50 0.44



<Q>
Formula: C5H8N3O2
Source: the Open Molecules 2025 dataset
Level of theory: ωB97M-V with the def2-TZVPD basis set

- Orbital gap: 9.85 eV
- Total charge: +1
- Lowest unoccupied orbital energy: -4.61 eV

Geometry (Å):
N1 -0.61 -1.77 0.42
C1 -0.99 -1.12 -0.82
C2 -1.24 0.20 -0.88
N2 -1.51 0.99 0.25
C3 -0.39 2.01 0.42
C4 0.82 1.28 0.20
C5 1.72 0.52 -0.02
N3 2.60 -0.55 0.05
O1 3.78 -0.40 -0.05
O2 2.07 -1.55 0.39
H1 -0.68 -1.09 1.08
H2 -0.95 -2.67 0.68
H3 0.44 -1.79 0.45
H4 -0.77 -1.60 -1.73
H5 -1.29 0.61 -1.95
H6 -2.37 1.52 0.31
H7 -0.27 2.41 1.45
H8 -0.37 2.98 -0.24



<P> ends up most stable, edging out the next structure by 0.296 eV.



<P>
Formula: CH3O3
Source: the Open Molecules 2025 dataset
Level of theory: ωB97M-V with the def2-TZVPD basis set

- Orbital gap: 8.62 eV
- Total charge: -1
- Lowest unoccupied orbital energy: 4.44 eV

Geometry (Å):
O1 -0.42 1.32 -1.81
H1 -0.08 0.80 -1.04
O2 -0.91 -1.67 1.63
C1 0.08 -1.06 1.10
O3 0.23 0.16 0.79
H2 1.01 -1.66 0.98
H3 0.09 2.12 -1.65



<Q>
Formula: CH3O3
Source: the Open Molecules 2025 dataset
Level of theory: ωB97M-V with the def2-TZVPD basis set

- Orbital gap: 6.73 eV
- Total charge: -1
- Lowest unoccupied orbital energy: 3.15 eV

Geometry (Å):
O1 -4.69 -2.21 4.21
H1 -3.91 -1.91 3.68
H2 -4.33 -2.89 4.81
O2 1.73 -1.21 0.67
O3 0.00 0.00 0.00
C1 1.04 -0.15 0.69
H3 1.44 0.76 1.21



<P> ends up most stable, edging out the next structure by 0.554 eV.